Record 1
{"formula": "CH3Br2IOSi", "method": "wB97M-V/def2-TZVPD", "lumo_energy_ev": [-4.67, -4.68], "homo_ha": [-0.2851, -0.2843], "relative_energy_kcal_mol": 125.5, "symbols": ["C", "O", "Si", "Br", "Br", "I", "H", "H", "H"], "coordinates": [[0.04516, -0.36327, 1.12729], [0.13667, -0.32671, -0.25246], [-0.65192, 0.38509, -1.45070], [-2.31077, -0.80578, -2.35259], [4.21074, 0.04903, -1.07552], [-1.88802, 2.30272, -0.53634], [1.07028, -0.04423, 1.39990], [0.05202, -1.36158, 1.39850], [-0.66416, 0.16474, 1.74191]], "forces_ev_per_a": [[3.28, 0.88, 1.49], [-1.47, 0.39, -2.69], [-0.88, -0.08, 1.52], [0.88, 0.01, -0.20], [-0.53, 0.07, -0.08], [0.55, 0.03, -0.37], [-0.60, 0.18, 0.58], [-0.44, -2.16, 0.55], [-0.79, 0.67, -0.79]]}

***

Record 2
{"formula": "C23H21IrN12", "method": "wB97M-V/def2-TZVPD", "lumo_energy_ev": -1.67, "homo_ha": -0.2735, "relative_energy_kcal_mol": 47.6, "symbols": ["Ir", "C", "N", "C", "C", "C", "C", "C", "C", "C", "C", "H", "H", "H", "H", "H", "H", "H", "H", "H", "H", "H", "H", "N", "C", "N", "N", "N", "N", "C", "N", "N", "N", "N", "H", "C", "C", "N", "C", "C", "C", "C", "C", "C", "C", "C", "C", "N", "C", "H", "H", "H", "H", "H", "H", "H", "H"], "coordinates": [[0.23839, -0.40306, -0.59871], [-0.67898, -0.34966, 2.73324], [0.24584, -1.14027, 1.93387], [1.58571, -1.06924, 2.49955], [-0.21444, -2.52807, 1.84616], [-1.21434, -2.72253, 0.73671], [-2.20288, -3.69536, 0.82120], [-3.05825, -3.92544, -0.24260], [-2.92460, -3.19082, -1.40751], [-1.95059, -2.20948, -1.49830], [-1.09615, -1.96600, -0.42750], [-0.68640, -0.68976, 3.77757], [-1.68614, -0.43396, 2.33086], [-0.38489, 0.69793, 2.71272], [1.61736, -1.48559, 3.51523], [1.90742, -0.03064, 2.54184], [2.27176, -1.62346, 1.86178], [-0.63663, -2.86254, 2.80437], [0.65026, -3.15722, 1.61478], [-2.30064, -4.27973, 1.72431], [-3.82666, -4.67953, -0.16616], [-3.57448, -3.37125, -2.25069], [-1.86723, -1.63740, -2.41415], [2.06129, -1.28774, -3.53695], [1.08629, -0.36848, -3.76776], [0.80233, 0.14710, -4.96340], [-0.19470, 0.96772, -4.74147], [-0.52529, 0.98693, -3.50403], [0.25601, 0.14803, -2.83813], [2.32330, -1.89070, -2.35249], [3.28017, -2.80132, -2.19114], [3.23525, -3.12937, -0.92533], [2.32281, -2.48467, -0.30350], [1.69772, -1.67379, -1.16302], [2.61811, -1.57744, -4.32675], [3.51682, 2.45378, 0.25515], [2.85237, 1.27600, 0.00294], [1.52230, 1.17364, 0.01807], [0.76843, 2.29198, 0.32037], [1.40130, 3.52985, 0.64074], [2.78358, 3.60332, 0.58891], [0.56385, 4.62648, 1.01079], [-0.78160, 4.50426, 1.05766], [-1.43433, 3.28507, 0.70487], [-2.81206, 3.13080, 0.70957], [-3.35609, 1.89712, 0.33269], [-2.51585, 0.87861, -0.06317], [-1.18861, 0.97626, -0.07809], [-0.62148, 2.17850, 0.31602], [4.59323, 2.48017, 0.21088], [3.41058, 0.37140, -0.20617], [3.29231, 4.52775, 0.81492], [1.03899, 5.56561, 1.25791], [-1.39834, 5.34187, 1.35112], [-3.45623, 3.94789, 0.99069], [-4.42274, 1.74099, 0.32077], [-2.93319, -0.06450, -0.39122]], "forces_ev_per_a": [[-0.57, -1.62, 1.04], [-0.22, 0.22, -0.05], [0.09, 0.47, -1.55], [0.45, 0.01, 0.05], [-0.11, -0.66, -0.37], [0.08, 0.20, 0.06], [-0.01, 0.08, -0.01], [-0.09, -0.14, 0.04], [-0.07, 0.08, -0.15], [-0.38, -0.48, 0.18], [0.31, 1.06, -1.83], [0.05, -0.03, -0.09], [-0.05, -0.06, -0.02], [0.04, 0.09, 0.03], [-0.11, 0.02, -0.03], [-0.01, 0.11, 0.06], [-0.05, -0.02, 0.01], [0.12, 0.10, 0.02], [0.03, 0.16, 0.09], [-0.02, -0.09, 0.15], [-0.06, -0.11, 0.04], [-0.13, -0.08, -0.06], [0.10, 0.06, 0.01], [0.35, -0.08, -0.55], [-0.87, 0.57, 0.05], [1.31, -1.26, 0.49], [-1.00, 1.07, -0.17], [-1.28, 0.86, 0.50], [1.15, -1.62, 2.03], [-0.18, -0.27, 1.45], [-0.31, 0.68, -1.37], [0.43, -0.69, 1.17], [-0.20, -0.15, 0.94], [0.79, 0.02, -1.46], [-0.09, 0.01, 0.09], [-0.36, 1.73, 0.64], [-0.88, -0.71, -0.05], [0.10, 1.91, -0.80], [2.94, -0.07, 0.02], [-1.24, -0.78, -0.05], [1.16, -1.25, -0.37], [-0.12, 0.21, 0.05], [0.18, 0.22, 0.02], [1.23, -0.69, -0.30], [-0.93, -1.39, -0.37], [0.26, 1.73, 0.46], [0.64, -0.76, -0.34], [0.23, 1.44, 0.52], [-2.69, -0.29, -0.13], [0.10, 0.00, 0.00], [-0.17, -0.11, -0.17], [0.02, 0.12, 0.00], [-0.01, 0.07, 0.04], [-0.01, 0.08, 0.01], [-0.05, 0.15, 0.07], [-0.06, -0.02, -0.01], [0.17, -0.09, 0.00]]}

***

Record 3
{"formula": "C20H18IrO5PSe2", "method": "wB97M-V/def2-TZVPD", "lumo_energy_ev": [-0.05, -1.94], "homo_ha": [-0.2796, -0.3336], "s2": 6.012, "multiplicity": 5, "symbols": ["Ir", "O", "C", "O", "C", "C", "C", "C", "C", "O", "C", "C", "O", "O", "H", "H", "H", "H", "H", "H", "H", "H", "Se", "P", "Se", "C", "C", "C", "C", "C", "C", "C", "C", "C", "C", "C", "C", "H", "H", "H", "H", "H", "H", "H", "H", "H", "H"], "coordinates": [[-1.24420, -0.00164, 0.50737], [-4.58644, 1.89122, 1.48370], [-3.49437, 1.46062, 1.73763], [-2.46250, 1.57937, 0.89977], [-3.20590, 0.81449, 3.08639], [-1.78244, 1.09132, 3.58272], [-1.66240, 0.78571, 5.07620], [-1.68426, -0.76435, 5.07978], [-1.81386, -1.07334, 3.58795], [-1.03590, -0.00360, 2.98837], [-3.22720, -0.75712, 3.08794], [-3.52864, -1.39354, 1.73757], [-4.63736, -1.77292, 1.47282], [-2.49558, -1.56043, 0.91060], [-3.95774, 1.21842, 3.76003], [-1.36133, 2.03610, 3.25578], [-0.72406, 1.16983, 5.47208], [-2.48147, 1.23064, 5.64018], [-0.75637, -1.17260, 5.47619], [-2.51463, -1.18379, 5.64679], [-1.42121, -2.03155, 3.26506], [-3.99300, -1.13925, 3.75874], [-1.20273, -0.09336, -2.08542], [0.94089, -0.02093, -1.70103], [1.26298, 0.02700, 0.47732], [1.74829, -1.45209, -2.44768], [1.64828, -1.59867, -3.83288], [2.18035, -2.71911, -4.44519], [2.80898, -3.69522, -3.67981], [2.91361, -3.54673, -2.30636], [2.37981, -2.42467, -1.68371], [1.72205, 1.42584, -2.44153], [3.11289, 1.52815, -2.37231], [3.74412, 2.64699, -2.88524], [2.99129, 3.66283, -3.46514], [1.61097, 3.55903, -3.53522], [0.96917, 2.43871, -3.02101], [1.15233, -0.83791, -4.42517], [2.10094, -2.83702, -5.51796], [3.21225, -4.57806, -4.15919], [3.40377, -4.30793, -1.71360], [2.44878, -2.30994, -0.60991], [3.69420, 0.73295, -1.91863], [4.82192, 2.73033, -2.83370], [3.48653, 4.54041, -3.86017], [1.02830, 4.35150, -3.98621], [-0.10912, 2.35432, -3.06390]], "forces_ev_per_a": [[-0.50, -0.01, 0.07], [-0.14, 0.06, -0.08], [0.11, 0.17, -0.06], [0.06, 0.03, -0.07], [0.07, -0.05, 0.08], [0.05, -0.13, 0.02], [-0.07, -0.01, -0.03], [-0.07, 0.01, -0.03], [0.06, 0.13, 0.02], [0.05, 0.00, 0.22], [0.07, 0.05, 0.07], [0.12, -0.19, -0.06], [-0.14, -0.05, -0.08], [0.06, -0.02, -0.06], [-0.02, -0.09, 0.06], [0.04, 0.02, -0.04], [0.00, 0.01, -0.01], [0.02, -0.01, 0.01], [0.00, -0.01, 0.00], [0.02, 0.01, 0.01], [0.04, -0.02, -0.04], [-0.02, 0.09, 0.06], [0.14, 0.04, 0.19], [0.10, -0.02, -0.02], [-0.13, -0.02, -0.13], [0.00, -0.05, -0.05], [0.08, 0.01, 0.04], [-0.01, 0.02, 0.00], [0.00, -0.01, 0.00], [-0.01, 0.02, 0.01], [0.02, -0.01, -0.06], [0.04, 0.02, -0.05], [-0.05, 0.00, -0.05], [-0.01, -0.01, 0.01], [-0.02, 0.00, 0.00], [0.01, -0.02, 0.01], [0.06, 0.03, 0.01], [-0.01, -0.02, 0.00], [0.00, 0.00, 0.01], [0.01, 0.02, 0.00], [-0.01, 0.01, 0.00], [-0.02, -0.01, 0.01], [0.01, 0.02, -0.01], [-0.01, 0.00, 0.00], [0.00, -0.01, -0.01], [0.00, -0.01, 0.00], [0.00, 0.00, 0.01]]}

***

Record 4
{"formula": "C28H30BrF2O3S", "method": "wB97M-V/def2-TZVPD", "lumo_energy_ev": 0.85, "homo_ha": -0.1224, "total_charge": -1, "symbols": ["C", "C", "C", "C", "C", "C", "C", "C", "C", "C", "C", "F", "C", "C", "F", "C", "C", "C", "C", "C", "C", "C", "C", "O", "H", "H", "H", "H", "H", "H", "H", "H", "H", "H", "H", "H", "H", "H", "H", "H", "H", "H", "H", "H", "H", "H", "H", "H", "Br", "C", "S", "C", "C", "C", "C", "C", "C", "O", "O", "H", "H", "H", "H", "H", "H"], "coordinates": [[-5.04176, 0.19865, 3.30865], [-4.22671, -0.39593, 2.15502], [-4.09147, -1.89656, 2.39867], [-4.99475, -0.19638, 0.84409], [-2.84140, 0.28573, 2.07393], [-1.67115, -0.40193, 2.22384], [-0.38402, 0.23312, 2.14393], [0.79413, -0.52024, 2.26505], [2.11032, 0.04612, 2.25705], [2.42971, 1.20170, 3.03260], [3.69415, 1.76290, 2.92024], [3.98813, 2.88617, 3.66487], [4.67831, 1.26420, 2.06334], [4.34152, 0.13111, 1.31649], [5.26313, -0.34832, 0.41147], [3.11896, -0.51272, 1.42146], [-0.35626, 1.64156, 1.86078], [-1.48255, 2.40304, 1.72734], [-1.43153, 3.92843, 1.47472], [-2.10892, 4.27398, 0.14318], [0.00618, 4.44096, 1.40994], [-2.14600, 4.67633, 2.60714], [-2.79095, 1.74087, 1.83442], [-3.84970, 2.40714, 1.72416], [-5.21789, 1.26235, 3.13338], [-6.00484, -0.31796, 3.38774], [-4.49670, 0.07350, 4.25044], [-3.54373, -2.38135, 1.58248], [-3.58096, -2.09477, 3.34790], [-5.08901, -2.34944, 2.45194], [-4.41897, -0.61040, 0.00942], [-5.95924, -0.71376, 0.89615], [-5.16851, 0.86769, 0.66921], [-1.67794, -1.48016, 2.41125], [0.70302, -1.60654, 2.29992], [1.68486, 1.63917, 3.70239], [5.65266, 1.73671, 1.97788], [2.88431, -1.39432, 0.82231], [0.61936, 2.10799, 1.73237], [-3.16227, 3.98501, 0.17156], [-2.03646, 5.35281, -0.03974], [-1.60908, 3.74551, -0.67647], [0.54343, 4.23622, 2.34322], [0.54586, 3.99180, 0.56819], [-0.00070, 5.52778, 1.26034], [-1.68243, 4.42562, 3.56794], [-2.06230, 5.75793, 2.44803], [-3.20218, 4.39742, 2.63177], [-0.55205, -4.52139, 2.19599], [1.27338, -4.49670, 1.98286], [2.33875, -5.31055, 3.06072], [1.94769, -7.07851, 2.96387], [0.97166, -7.60967, 3.80612], [0.63063, -8.95857, 3.69172], [1.24927, -9.76728, 2.73311], [2.21348, -9.21504, 1.88485], [2.56855, -7.86906, 1.99703], [3.64647, -5.10776, 2.46408], [2.10630, -5.00312, 4.45172], [1.72444, -3.75854, 1.32864], [0.48982, -6.98042, 4.55275], [-0.12629, -9.37472, 4.35386], [0.97312, -10.81968, 2.64019], [2.69576, -9.83006, 1.12792], [3.32281, -7.42931, 1.34616]], "forces_ev_per_a": [[0.08, 0.22, 0.09], [0.24, 0.04, 0.03], [0.09, -0.09, 0.01], [0.10, 0.18, -0.16], [0.36, -0.81, 0.14], [-1.16, -0.21, -0.10], [1.99, -1.17, 0.12], [-2.87, 0.65, -0.25], [2.24, 1.07, -0.01], [-0.07, -0.54, -0.38], [0.19, 0.20, 0.02], [-0.22, -0.96, -0.60], [-0.45, -0.18, 0.04], [0.35, -0.04, -0.25], [-0.76, 0.43, 0.92], [-0.68, 0.33, 0.32], [-0.52, 1.32, -0.15], [1.11, -0.03, 0.06], [0.01, -0.25, -0.07], [-0.13, -0.15, -0.08], [0.11, -0.04, 0.01], [-0.13, -0.15, 0.14], [-1.65, 0.90, -0.02], [1.49, -0.90, 0.09], [-0.03, -0.18, 0.14], [0.11, 0.04, 0.01], [-0.13, 0.03, -0.03], [-0.03, -0.03, 0.19], [-0.03, -0.10, -0.17], [0.15, 0.10, -0.01], [-0.13, 0.03, 0.01], [0.11, 0.03, -0.01], [-0.03, -0.20, -0.07], [0.04, 0.35, -0.07], [0.03, 0.04, 0.11], [0.37, -0.18, -0.20], [-0.21, -0.11, 0.01], [0.25, 0.24, 0.19], [-0.34, -0.13, 0.02], [0.18, 0.07, -0.11], [0.00, -0.13, 0.01], [-0.11, 0.10, 0.02], [0.03, 0.02, -0.16], [0.04, 0.05, 0.16], [-0.03, -0.19, 0.02], [-0.10, 0.10, -0.04], [0.01, -0.13, 0.03], [0.19, 0.11, 0.09], [-1.31, 0.13, 0.34], [2.27, -0.78, 0.57], [-1.77, 1.20, -2.05], [0.02, 0.31, -0.17], [0.08, -0.25, -0.07], [0.13, -0.01, -0.20], [-0.03, 0.24, 0.05], [0.01, 0.18, 0.12], [-0.20, -0.25, 0.16], [0.47, -0.27, 0.47], [0.23, -0.15, 0.67], [-0.10, -0.37, 0.04], [0.20, -0.08, -0.21], [0.12, 0.04, -0.13], [0.09, 0.30, 0.04], [-0.08, 0.05, 0.14], [-0.20, -0.04, 0.17]]}